No. 1
The following is a quantum chemistry calculation of a single C4H5FO molecule in a non-equilibrium geometry, from the Open Molecules 2025 dataset.

```
11
Properties=species:S:1:pos:R:3
C -2.290 -0.363 -0.165
C -0.832 -0.044 -0.102
C 0.302 -0.042 0.282
C 1.880 0.082 0.386
O 2.492 1.100 -0.326
F 2.319 -1.141 -0.192
H -2.719 0.550 -0.677
H -2.518 -1.278 -0.642
H -2.577 -0.377 0.830
H 2.107 -0.075 1.376
H 1.837 1.588 -0.770
```

Summary:
- HOMO-LUMO gap: 11.174 eV
- Calculated total energy: -330.42437 Ha
- 2S+1: 1
- Charge: 0
- SMILES: CC#C[C@H](O)F


No. 2
The following is a quantum chemistry calculation of a molecular structure, C4H5FO2 in a non-equilibrium geometry, from the Open Molecules 2025 dataset.

```
12
Properties=species:S:1:pos:R:3
C 1.210 -1.461 -0.047
C 0.469 -0.200 -0.371
C -0.956 -0.507 -0.906
C -0.335 0.491 0.704
H 0.463 -2.091 0.497
H 1.560 -1.804 -0.953
H 2.057 -1.240 0.631
H -1.376 -1.551 -1.139
H -1.471 0.092 -1.611
O -1.533 0.098 0.263
O -0.315 1.206 1.677
F 1.247 0.692 -1.024
```

Summary:
- HOMO-LUMO gap: 11.493 eV
- Calculated total energy: -405.71306 Ha
- 2S+1: 1
- Charge: 0


No. 3
The following is a quantum chemistry calculation of a single C4H5FO2 molecule in a non-equilibrium geometry, from the Open Molecules 2025 dataset.

```
12
Properties=species:S:1:pos:R:3
C -0.615 2.543 -0.163
C -0.537 1.053 0.040
F -1.529 0.453 0.668
C 0.549 0.327 -0.295
C 0.621 -1.137 -0.117
O -0.194 -1.843 0.440
O 1.780 -1.630 -0.558
H -0.605 3.061 0.804
H 0.159 2.909 -0.829
H -1.582 2.762 -0.656
H 1.246 0.837 -0.862
H 1.738 -2.582 -0.312
```

Summary:
- HOMO-LUMO gap: 10.788 eV
- Calculated total energy: -405.76030 Ha
- 2S+1: 1
- Charge: 0
- SMILES: C/C(F)=C/C(=O)O


No. 4
The following is a quantum chemistry calculation of a single C4H5FOS molecule in a non-equilibrium geometry, from the Open Molecules 2025 dataset.

```
12
Properties=species:S:1:pos:R:3
F 0.405 0.156 -1.580
C -0.304 -0.985 -1.183
C -0.266 -1.153 0.326
C 0.301 -0.260 1.201
O 0.872 0.974 1.056
C 0.193 1.909 0.338
S 0.754 3.376 0.004
H -1.329 -0.883 -1.492
H 0.162 -1.898 -1.671
H -0.522 -2.099 0.715
H 0.495 -0.646 2.210
H -0.762 1.510 0.076
```

Summary:
- HOMO-LUMO gap: 9.320 eV
- Calculated total energy: -728.63556 Ha
- 2S+1: 1
- Charge: 0
- SMILES: FC/C=C\OC=S


No. 5
The following is a quantum chemistry calculation of a single C4H5FS molecule in a non-equilibrium geometry, from the Open Molecules 2025 dataset.

```
11
Properties=species:S:1:pos:R:3
C 2.323 -0.350 -0.424
C 1.212 -0.468 0.100
C -0.213 -0.329 0.448
S -1.155 -1.849 -0.264
C -0.469 1.040 -0.149
F -1.959 1.102 -0.393
H 3.401 -0.458 -0.684
H -0.647 -0.033 1.510
H -2.553 -1.679 0.211
H 0.100 1.222 -1.064
H -0.039 1.803 0.709
```

Summary:
- HOMO-LUMO gap: 9.920 eV
- Calculated total energy: -653.31996 Ha
- 2S+1: 1
- Charge: 0
- SMILES: C#C[C@H](S)CF


No. 6
The following is a quantum chemistry calculation of a molecular structure, C4H5FeO in a non-equilibrium geometry, from the Open Molecules 2025 dataset.

```
11
Properties=species:S:1:pos:R:3
C -1.714 -0.027 1.285
C -0.636 0.536 0.684
C -0.143 0.340 -0.607
C 1.307 0.404 -0.563
O 1.914 -0.440 -1.306
Fe 2.064 -2.134 -1.867
H -2.109 0.378 2.218
H -2.248 -0.856 0.815
H -0.684 -0.234 -1.362
H 1.738 1.416 -0.510
H 0.511 0.617 1.214
```

Summary:
- HOMO-LUMO gap (spin up / spin down): 3.105 / 6.277 eV
- Calculated total energy: -1493.36045 Ha
- Expectation value of S²: 8.9348
- 2S+1: 6
- Charge: +2


No. 7
The following is a quantum chemistry calculation of a molecular structure, C4H5FeO2 in a non-equilibrium geometry, from the Open Molecules 2025 dataset.

```
12
Properties=species:S:1:pos:R:3
O 2.693 0.829 1.247
C 1.589 0.384 0.999
C 0.619 1.064 0.083
C -0.651 0.277 -0.114
C -0.714 -0.860 -0.840
O -1.777 -1.593 -1.068
Fe -3.290 -2.177 -0.332
H 1.329 -0.668 1.261
H 0.378 2.023 0.576
H -1.565 0.658 0.353
H 0.212 -1.233 -1.312
H 1.178 1.297 -0.853
```

Summary:
- HOMO-LUMO gap (spin up / spin down): 7.974 / 7.568 eV
- Calculated total energy: -1569.47378 Ha
- Expectation value of S²: 8.7560
- 2S+1: 6
- Charge: 0


No. 8
The following is a quantum chemistry calculation of a molecular structure, C4H5FeO2 in a non-equilibrium geometry, from the Open Molecules 2025 dataset.

```
12
Properties=species:S:1:pos:R:3
O 1.816 -0.761 1.889
C 1.418 -0.254 0.619
H 1.104 -0.365 2.510
H 1.672 -0.947 -0.202
H 1.990 0.680 0.497
C -0.056 0.015 0.637
C -0.850 -0.282 -0.507
C -2.105 0.139 -0.720
O -3.086 0.646 -1.095
Fe -0.859 1.783 -3.847
H -0.602 0.203 1.566
H -0.442 -0.858 -1.345
```

Summary:
- HOMO-LUMO gap (spin up / spin down): 5.256 / 5.057 eV
- Calculated total energy: -1569.09025 Ha
- Expectation value of S²: 12.0238
- 2S+1: 7
- Charge: +1


No. 9
The following is a quantum chemistry calculation of a molecular structure, C4H5HoO2 in a non-equilibrium geometry, from the Open Molecules 2025 dataset.

```
12
Properties=species:S:1:pos:R:3
O -2.038 1.648 -0.249
C -1.761 0.537 -0.983
C -0.572 -0.141 -0.859
C 0.383 0.003 0.197
C 1.567 -0.692 0.192
O 2.462 -0.702 1.125
Ho 3.173 -0.427 3.368
H -2.333 0.392 -1.912
H -2.474 0.903 0.425
H -0.328 -0.829 -1.675
H 0.136 0.630 1.059
H 1.786 -1.322 -0.688
```

Summary:
- HOMO-LUMO gap (spin up / spin down): 6.370 / 4.923 eV
- Calculated total energy: -1253.51212 Ha
- Expectation value of S²: 8.7893
- 2S+1: 6
- Charge: +1


No. 10
The following is a quantum chemistry calculation of a molecular structure, C4H5I2N3S in a non-equilibrium geometry, from the Open Molecules 2025 dataset.

```
15
Properties=species:S:1:pos:R:3
C -0.069 -0.281 0.043
C 1.822 -1.106 -0.800
C -0.682 2.133 0.101
C -1.023 0.889 0.692
N 1.172 0.023 -0.289
N -0.240 -1.620 -0.060
N 0.958 -2.133 -0.644
S 3.300 -1.178 -1.450
I -0.447 0.884 2.816
I -3.030 0.149 0.567
H 0.324 2.229 0.294
H -0.774 2.167 -0.977
H -1.260 2.981 0.494
H -1.199 -2.027 -0.321
H 1.146 -3.108 -0.465
```

Summary:
- HOMO-LUMO gap: 7.513 eV
- Calculated total energy: -1313.20785 Ha
- 2S+1: 1
- Charge: 0


Please write out number 5 again, unchanged.
The following is a quantum chemistry calculation of a single C4H5FS molecule in a non-equilibrium geometry, from the Open Molecules 2025 dataset.

```
11
Properties=species:S:1:pos:R:3
C 2.323 -0.350 -0.424
C 1.212 -0.468 0.100
C -0.213 -0.329 0.448
S -1.155 -1.849 -0.264
C -0.469 1.040 -0.149
F -1.959 1.102 -0.393
H 3.401 -0.458 -0.684
H -0.647 -0.033 1.510
H -2.553 -1.679 0.211
H 0.100 1.222 -1.064
H -0.039 1.803 0.709
```

Summary:
- HOMO-LUMO gap: 9.920 eV
- Calculated total energy: -653.31996 Ha
- 2S+1: 1
- Charge: 0
- SMILES: C#C[C@H](S)CF